Formula: C4H7N3
Source: the OMol25 dataset
Level of theory: ωB97M-V/def2-TZVPD

```
14
Properties=species:S:1:pos:R:3:forces:R:3
N -1.8056 -0.3684 1.7403 -0.1 0.0 -0.1
C -0.7117 -0.2909 0.8480 0.2 -0.1 -0.1
C 0.4246 -1.0655 0.8872 -0.1 0.0 0.1
N 1.2549 -0.6298 -0.1217 0.0 0.1 -0.1
C 0.6786 0.4075 -0.7902 -0.1 -0.2 0.2
N 1.3965 1.0039 -1.8567 -0.2 0.2 -0.1
C -0.5545 0.6417 -0.2175 0.0 0.1 0.0
H -2.1345 -1.3184 1.8583 0.0 0.1 0.0
H -2.5800 0.1985 1.4215 0.1 0.0 0.0
H 0.7057 -1.8671 1.5539 0.0 0.1 -0.1
H 2.1753 -0.9739 -0.3401 -0.1 0.0 0.0
H 0.9271 0.8633 -2.7451 0.1 0.0 0.1
H 1.4946 2.0034 -1.7157 0.0 -0.1 0.0
H -1.2709 1.3956 -0.5222 0.1 -0.1 0.0
```
Positions in Å, forces in eV/Å.

Spin multiplicity ... 1
HOMO energy ... -7.4 eV
Kohn-Sham gap ... 8.5 eV

Atomic partial charges in e from the Löwdin method, atoms 1 to 2:
1 N 0.063
2 C -0.356



Formula: C2H2ClNO2
Source: the OMol25 dataset
Level of theory: ωB97M-V/def2-TZVPD

```
8
Properties=species:S:1:pos:R:3:forces:R:3
C 0.5056 0.4480 -0.0443 2.6 0.1 1.3
C -1.7295 -0.5164 0.2867 6.9 4.5 0.7
N -0.4540 -0.4812 0.4487 -4.8 -1.9 -0.8
O 1.3980 0.3033 -0.8137 -0.8 -1.3 -2.1
O -2.6934 0.1534 0.2945 -2.3 -2.1 -0.8
Cl -2.3112 2.2480 2.3179 -1.1 -1.3 -3.2
H 0.8602 1.2270 0.6323 -2.0 0.7 1.1
H -2.8320 1.5108 0.8799 1.4 1.5 3.7
```
Positions in Å, forces in eV/Å.

Spin multiplicity ... 1
HOMO energy ... -10.9 eV
Kohn-Sham gap ... 8.7 eV

Atomic partial charges in e from the Löwdin method, atoms 1 to 2:
1 C -0.312
2 C -0.169



Formula: C22H29N5O2
Source: the OMol25 dataset
Level of theory: ωB97M-V/def2-TZVPD

```
58
Properties=species:S:1:pos:R:3:forces:R:3
C -4.6390 -1.5307 1.1250 0.1 0.0 -0.3
C -3.3022 -1.9968 0.5486 -0.1 -0.5 0.3
C -2.5768 -2.9392 1.5144 -0.1 0.0 -0.3
N -2.4269 -0.8799 0.2069 0.1 0.3 0.0
C -2.3941 0.2891 1.0808 0.2 0.1 -0.1
C -3.1378 1.4420 0.4854 -0.1 0.1 0.1
N -4.4392 1.4701 0.3066 0.0 -0.3 0.2
C -4.7181 2.6677 -0.2632 0.2 0.2 -0.1
C -3.5640 3.3760 -0.4301 -0.3 0.2 -0.1
N -2.5569 2.5882 0.0467 -0.3 -0.2 0.0
C -1.1596 2.9230 0.0514 0.6 0.0 0.1
C -1.5211 -0.9059 -0.7868 -0.4 -0.4 0.0
O -0.7374 0.0200 -0.9553 0.3 0.3 -0.2
C -1.4852 -2.1154 -1.7168 0.3 0.1 0.0
C -0.0934 -2.2047 -2.3443 0.0 0.2 -0.1
C 0.8938 -2.3388 -1.2461 -0.1 -0.3 0.3
N 0.7060 -2.9116 -0.1021 -1.0 -0.1 -1.0
N 1.8389 -2.7433 0.6163 1.2 0.3 0.6
C 2.6609 -2.0756 -0.1222 -0.1 -0.3 0.3
C 4.0190 -1.5943 0.2219 0.1 0.0 0.0
C 4.0685 -1.0360 1.6469 -0.2 0.0 -0.1
C 3.0559 0.0961 1.8660 0.2 -0.1 0.0
C 3.2259 1.2052 0.8656 -0.1 0.0 0.1
C 2.3084 1.3890 -0.1607 0.0 0.0 0.1
C 2.4901 2.3919 -1.0975 0.0 0.1 -0.1
C 3.5923 3.2249 -1.0208 0.0 0.1 -0.1
C 4.5104 3.0535 0.0020 0.1 0.0 0.0
C 4.3270 2.0512 0.9370 0.0 0.0 0.0
O 2.1226 -1.7923 -1.3317 0.0 0.1 -0.2
H -4.9788 -0.6293 0.6203 -0.1 -0.1 0.1
H -4.5651 -1.3197 2.1887 0.0 0.0 0.1
H -5.3780 -2.3167 0.9936 -0.1 -0.1 0.0
H -3.5213 -2.5246 -0.3829 0.0 0.1 0.1
H -3.1724 -3.8331 1.6797 -0.1 -0.1 0.1
H -1.6033 -3.2269 1.1220 0.1 -0.1 0.0
H -2.4212 -2.4482 2.4723 0.0 0.1 0.1
H -2.8431 0.0179 2.0346 0.1 0.0 0.0
H -1.3497 0.5705 1.2388 -0.1 -0.1 0.1
H -5.7241 2.9385 -0.5125 -0.2 0.2 -0.1
H -3.3792 4.3487 -0.8379 0.1 0.2 -0.1
H -1.0095 3.8341 -0.5243 0.0 0.0 0.0
H -0.5904 2.1116 -0.4034 0.0 0.1 0.1
H -0.8010 3.0879 1.0704 0.0 0.0 -0.1
H -2.2447 -1.9869 -2.4909 0.0 -0.1 0.0
H -1.6700 -3.0366 -1.1713 -0.1 0.0 0.0
H -0.0304 -3.0655 -3.0142 0.0 0.1 0.0
H 0.1420 -1.2993 -2.9053 0.0 -0.1 0.0
H 4.7257 -2.4241 0.1333 0.0 0.1 -0.1
H 4.2956 -0.8258 -0.5025 0.1 -0.1 0.0
H 3.8517 -1.8415 2.3490 0.1 0.0 0.1
H 5.0788 -0.6690 1.8358 0.0 -0.1 0.0
H 3.1907 0.4877 2.8772 -0.1 0.0 0.0
H 2.0475 -0.3143 1.7950 0.0 0.0 0.1
H 1.4429 0.7466 -0.2349 -0.1 -0.1 0.0
H 1.7677 2.5173 -1.8906 -0.1 0.0 -0.1
H 3.7360 4.0064 -1.7528 0.0 0.1 -0.1
H 5.3713 3.7029 0.0706 0.1 0.1 0.0
H 5.0446 1.9239 1.7355 0.1 0.0 0.1
```
Positions in Å, forces in eV/Å.

Spin multiplicity ... 1
HOMO energy ... -8.5 eV
Kohn-Sham gap ... 9.3 eV

Atomic partial charges in e from the Löwdin method, atoms 1 to 2:
1 C -0.055
2 C -0.378



Formula: C34H32CoN4O2S2Te
Source: the OMol25 dataset
Level of theory: ωB97M-V/def2-TZVPD

```
76
Properties=species:S:1:pos:R:3:forces:R:3
Co 0.1949 0.7103 -0.2815 -0.4 -0.4 -0.7
O -2.0883 7.6462 2.3503 -0.1 0.0 0.0
C -2.4133 6.6347 1.5133 -0.1 0.2 0.0
O -3.4463 6.6649 0.9083 0.0 0.0 0.0
C -1.4358 5.5197 1.3979 0.2 -0.5 -0.2
C -1.4537 4.7655 0.2224 -0.1 0.4 0.3
C -0.6449 3.6629 0.0874 0.3 -0.5 0.0
C 0.1778 3.2325 1.1413 -0.7 1.3 0.2
C 0.2322 4.0238 2.2950 0.2 -0.5 -0.1
C -0.5610 5.1471 2.4150 -0.2 0.3 0.0
N 0.8012 1.9913 1.0295 1.1 -0.6 0.6
C 1.8031 1.6248 1.7624 -0.8 1.3 -0.6
C 2.2926 0.2897 1.6064 0.7 -1.6 -0.2
C 3.4110 -0.2062 2.2863 -0.4 0.7 0.0
C 3.8566 -1.4795 2.0183 0.0 -0.5 -0.2
C 3.1808 -2.2447 1.0713 0.2 0.3 0.3
C 2.0661 -1.7010 0.4572 -0.2 -0.2 -0.2
N 1.6169 -0.4819 0.7220 -0.1 0.4 0.6
H -1.1954 7.5305 2.6922 0.1 0.0 0.0
H -2.1196 5.0746 -0.5714 0.0 -0.1 0.0
H -0.6321 3.1020 -0.8398 0.0 0.0 0.0
H 0.8594 3.7277 3.1264 -0.1 0.0 0.0
H -0.5307 5.7010 3.3470 0.0 0.0 0.0
H 2.3158 2.3272 2.4123 0.0 -0.1 0.1
H 3.9060 0.4290 3.0100 0.1 0.0 0.0
H 4.7260 -1.8800 2.5220 0.0 0.0 0.0
H 3.5178 -3.2374 0.8113 0.0 0.0 0.0
H 1.5075 -2.2631 -0.2826 -0.1 0.1 0.0
C 1.7914 1.8531 -4.4116 -0.1 0.0 0.0
C 1.1133 1.1648 -3.2538 -0.4 -0.4 -0.5
S 1.7670 1.5098 -1.6788 0.0 0.3 0.6
C 0.0740 0.3224 -3.3754 0.6 0.4 -0.4
C -0.6254 0.0323 -4.6733 0.1 0.0 0.1
S -0.5528 -0.5037 -1.9750 -0.3 -0.1 0.3
H 2.7130 2.3192 -4.0666 0.0 0.0 -0.1
H 1.1533 2.6293 -4.8424 0.1 0.1 0.0
H 2.0386 1.1474 -5.2074 0.0 0.0 0.0
H 0.0028 0.2704 -5.5318 0.0 0.0 0.0
H -1.5382 0.6319 -4.7412 0.0 -0.1 -0.1
H -0.9113 -1.0199 -4.7186 0.0 0.0 -0.1
Te -1.5657 -2.9466 0.4523 -0.6 -0.5 -0.1
C -2.1907 -4.9928 0.5940 0.3 0.3 0.1
C -2.8571 -5.4572 1.7212 0.0 0.1 0.1
C -3.2309 -6.7906 1.8145 0.0 0.0 0.0
C -2.9400 -7.6684 0.7806 0.0 0.0 0.0
C -2.2793 -7.2090 -0.3496 0.0 0.0 0.0
C -1.9058 -5.8759 -0.4411 0.1 0.1 -0.1
C -3.3838 -2.4245 -0.5283 0.3 0.1 0.1
C -3.4574 -2.4286 -1.9148 0.1 0.0 -0.1
C -4.6500 -2.1088 -2.5473 0.0 0.0 0.0
C -5.7730 -1.7918 -1.7957 0.0 0.0 0.0
C -5.6986 -1.7833 -0.4109 -0.1 0.0 0.0
C -4.5036 -2.0937 0.2225 0.0 0.0 0.1
H -3.0837 -4.7746 2.5308 0.0 0.0 0.0
H -3.7476 -7.1455 2.6973 0.0 0.0 0.0
H -3.2303 -8.7085 0.8548 0.0 0.0 0.0
H -2.0502 -7.8904 -1.1591 0.0 0.0 0.0
H -1.3876 -5.5180 -1.3221 0.0 0.0 0.0
H -2.5783 -2.6645 -2.4983 0.0 0.0 0.0
H -4.7000 -2.1055 -3.6288 0.0 0.0 0.0
H -6.7050 -1.5483 -2.2898 0.0 0.0 0.0
H -6.5750 -1.5446 0.1789 0.0 0.0 0.0
H -4.4437 -2.0787 1.3045 0.0 0.0 0.0
N -0.9313 0.1185 2.7579 0.2 0.1 0.0
C -1.8684 0.7228 1.9793 -0.4 0.0 -0.3
C -2.9944 1.3219 2.5680 0.1 0.1 0.0
C -3.9996 1.8036 1.7649 0.1 -0.1 0.0
C -3.8863 1.6561 0.3847 0.0 0.1 0.0
C -2.7304 1.1114 -0.1196 -0.2 0.0 -0.2
N -1.7116 0.6759 0.6412 0.3 -0.1 0.4
H -0.9012 0.3361 3.7375 0.0 0.0 0.0
H -0.0737 -0.1588 2.3122 0.0 -0.1 0.0
H -3.0336 1.4117 3.6459 -0.1 -0.1 0.0
H -4.8660 2.2847 2.1993 0.0 0.0 0.0
H -4.6677 1.9791 -0.2867 0.0 0.0 0.0
H -2.5986 1.0071 -1.1895 0.2 -0.1 0.0
```
Positions in Å, forces in eV/Å.

Spin multiplicity ... 2
<S²> ... 0.791
HOMO energy (spin up / spin down) ... -5.9 / -5.9 eV
Kohn-Sham gap (spin up / spin down) ... 4.4 / 4.4 eV

Atomic partial charges in e from the Löwdin method, atoms 1 to 2:
1 Co -0.022
2 O 0.119



Formula: C3H5Br2P
Source: the OMol25 dataset
Level of theory: ωB97M-V/def2-TZVPD

```
11
Properties=species:S:1:pos:R:3:forces:R:3
C -0.5957 -0.0849 -0.1191 0.0 -1.2 -0.6
C 0.3410 -1.3020 -0.2083 -1.3 0.7 2.5
C 0.8326 0.0785 0.1882 0.6 0.6 2.2
P 1.7885 1.1065 -0.9220 0.3 -0.2 -0.6
Br -4.3024 0.6344 0.2062 0.0 0.0 0.0
Br 2.5389 2.6507 0.4285 0.1 0.3 0.3
H -0.9028 0.2763 -1.0462 -0.2 0.5 -1.8
H -1.4112 0.1001 0.5294 -0.3 -0.3 1.4
H 0.3605 -1.8202 0.7958 -0.2 -0.5 -2.0
H 0.3931 -1.7813 -1.1811 0.5 0.0 0.4
H 0.9574 0.1418 1.3287 0.5 0.1 -1.9
```
Positions in Å, forces in eV/Å.

Spin multiplicity ... 1
HOMO energy (spin up / spin down) ... -9.8 / -7.8 eV
Kohn-Sham gap (spin up / spin down) ... 8.9 / 4.0 eV

Atomic partial charges in e from the Löwdin method, atoms 1 to 2:
1 C -0.241
2 C -0.132



- Which value of spin multiplicity does entry 4 give?
  2



- What is the formula in the second record?
  C2H2ClNO2



- spin multiplicity of number 1 (C4H7N3)?
  1